DFT (ωB97M-V/def2-TZVPD) results for a cluster of 2 separate species, C3H4N4O in total.

Element x y z (Å)
C  -0.838  0.248  -0.124
C  0.703  -1.131  -1.036
C  0.420  0.206  0.786
H  -2.186  0.873  1.117
H  -1.279  -0.380  -1.853
H  2.409  -0.410  0.272
H  0.032  1.827  1.973
N  -2.059  0.607  -0.036
N  -0.354  -0.180  -1.281
N  1.064  -0.995  0.291
N  0.829  1.139  1.756
O  1.260  -1.805  -1.864

Output
Electronic energy = -11179.98610 eV
LUMO = -0.85 eV
ΔE to the lowest compared entry with this formula, charge and spin = 91.8 kcal per mole